[1]
ORCA calculation (ωB97M-V with the def2-TZVPD basis set) on a molecular structure, C12H20Cl2O4Pb at a distorted geometry.

Structure (XYZ):
```
39
Properties=species:S:1:pos:R:3:nbo_charge:R:1
H 1.716 -0.285 3.370 0.215
O -3.789 -0.701 0.237 -0.549
C 1.039 3.236 -0.427 -0.640
H 4.602 -1.231 0.076 0.202
O 0.941 -1.400 -4.619 -1.362
H -1.776 1.410 -1.336 0.442
H 3.058 -2.052 0.381 0.235
H 3.321 1.518 -2.594 0.186
C -5.099 -1.084 0.764 -0.282
C 1.734 2.042 0.077 -0.039
H 0.446 1.526 3.106 0.234
H -5.853 -0.872 0.006 0.173
H 0.337 3.023 2.167 0.209
C 2.874 0.048 0.195 0.129
O -3.542 -2.466 -1.154 -0.662
H 2.521 -1.522 2.414 0.219
H 0.610 3.042 -1.412 0.255
Cl 0.521 -2.826 -1.962 -0.535
H 0.208 3.483 0.241 0.197
Pb -0.771 -0.948 -0.806 1.402
H 1.720 2.766 3.265 0.201
H 0.207 -1.358 -5.275 0.378
C 2.401 1.057 -0.697 -0.065
O -0.850 1.145 -1.384 -1.140
H 2.408 -0.015 -2.548 0.267
C 1.756 1.624 1.439 0.085
H 1.536 1.512 -2.562 0.244
H 3.494 -0.305 3.273 0.174
H -5.244 -0.430 1.636 0.182
C -3.131 -1.478 -0.598 0.511
H 1.707 4.113 -0.477 0.182
H 3.412 -1.432 -1.240 0.251
H -5.142 -2.131 1.070 0.192
Cl -0.731 -1.516 1.758 -0.724
C 2.459 0.393 1.510 -0.127
C 1.036 2.271 2.555 -0.660
C 3.527 -1.222 -0.169 -0.676
C 2.567 -0.467 2.704 -0.638
C 2.434 1.016 -2.172 -0.664
```

Values from the calculation:
Total charge: -2
2S+1: 1
LUMO (alpha / beta), eV: 4.64 / 4.29
Calculated total energy, eV: -51248.6189
HOMO level (alpha / beta), eV: 0.3886 / 0.3132
Relative energy (zero: lowest compared OMol25 entry of this formula, charge and spin), kcal/mol: 31.9


[2]
ORCA calculation (ωB97M-V with the def2-TZVPD basis set) on 2 unconnected molecules or ions with the total composition C12H20Cl4NO6PS at a distorted geometry.

Structure (XYZ):
```
45
Properties=species:S:1:pos:R:3:nbo_charge:R:1
C -1.466 -1.542 -0.956 -0.165
H -2.326 -0.914 -0.763 0.206
H -0.967 -2.438 -2.829 0.233
C -0.598 -1.145 1.555 -0.226
Cl -2.030 -4.236 -1.798 -0.084
O 0.492 3.420 1.403 -0.930
H 0.119 0.585 2.451 0.193
C 2.802 2.234 0.843 -0.668
H -3.933 -2.412 -2.389 0.209
C 2.498 0.846 0.271 -0.410
C -1.917 -0.844 2.285 -0.190
H -3.033 -2.306 -3.909 0.202
O 3.918 5.701 -3.706 -0.858
H 1.960 -1.119 1.016 0.238
H -3.839 -2.029 3.727 0.168
C 1.764 -0.076 1.256 -0.402
H -4.112 -3.374 2.580 0.184
H -0.047 -1.818 2.214 0.210
H -4.813 -1.785 2.267 0.129
O 4.563 3.928 -2.125 -0.850
S 1.687 3.599 0.630 2.107
H 2.942 2.197 1.926 0.232
H -0.154 0.872 0.772 0.225
C -3.914 -2.303 2.668 -0.369
H -2.703 -3.585 0.512 0.210
Cl 0.536 -3.283 0.084 -0.341
C -3.048 -1.991 -2.867 -0.618
H -2.364 0.124 2.005 0.156
H 1.982 0.916 -0.679 0.250
C -1.800 -2.489 -2.138 -0.203
H 3.710 2.644 0.396 0.272
Cl 1.263 3.468 -1.319 -0.175
H -3.103 -0.905 -2.806 0.217
H 3.474 0.408 0.052 0.217
N -2.720 -1.985 1.992 -0.464
C 0.245 0.133 1.460 -0.397
H 2.261 0.113 2.216 0.171
O 6.216 4.825 -3.860 -0.869
C -2.191 -2.724 0.891 -0.343
P 4.771 4.448 -3.546 2.404
O 4.388 3.308 -4.487 -0.836
O 2.442 4.803 0.818 -0.920
Cl -0.256 -0.297 -1.840 -0.291
H -1.688 -0.864 3.359 0.170
C -1.013 -2.106 0.368 0.009
```

Values from the calculation:
Total charge: -2
2S+1: 1
LUMO, eV: 1.63
Calculated total energy, eV: -96754.3798
HOMO level, eV: 0.2009


[3]
ORCA calculation (ωB97M-V with the def2-TZVPD basis set) on a molecular structure, C12H20F6KO12P at a distorted geometry.

Structure (XYZ):
```
52
Properties=species:S:1:pos:R:3:nbo_charge:R:1
C 2.197 1.829 -3.972 0.970
H 7.305 -1.483 -0.442 0.187
H 4.154 -2.971 3.801 0.209
C -1.680 5.887 2.401 -0.099
C -2.808 4.042 1.865 0.968
F -1.814 -1.866 6.997 -0.579
H 3.920 1.707 -6.554 0.199
H 3.838 -4.660 3.212 0.199
F -0.230 -0.189 6.995 -0.596
H 1.559 1.764 -6.930 0.188
O 3.404 1.701 -4.516 -0.474
C 5.298 -3.042 1.355 0.999
C 3.393 2.289 -5.798 -0.100
H -3.924 -4.149 -5.261 0.200
O 6.457 -3.170 0.608 -0.515
F -2.405 -1.103 4.838 -0.588
C -6.003 -1.948 -0.641 -0.262
O -4.691 -3.499 -3.476 -0.482
C -3.079 5.969 2.814 -0.118
O -3.599 -1.921 -2.258 -0.673
H 5.231 -4.164 4.326 0.207
H -7.045 -1.883 -0.326 0.202
H 5.744 -2.206 -1.039 0.199
F -0.998 0.635 5.037 -0.624
K -0.320 -0.920 1.038 0.996
F -0.232 -1.559 5.182 -0.621
O -1.746 4.774 1.585 -0.483
O -5.825 -2.712 -1.807 -0.505
P -1.431 -0.686 5.964 2.601
O 1.985 1.570 -2.822 -0.581
O -3.522 4.635 2.739 -0.452
H -3.030 -2.790 -4.483 0.210
H 1.720 3.465 -6.360 0.182
H -1.386 6.731 1.777 0.203
C 4.589 -3.917 3.480 -0.261
C -3.565 -3.726 -4.323 -0.258
H -0.964 5.586 3.166 0.197
H -5.491 -2.331 0.242 0.188
O -3.089 2.953 1.337 -0.625
F -2.561 0.251 6.660 -0.591
H -2.997 6.201 3.876 0.211
H -5.803 -0.907 -0.895 0.195
O 1.268 2.112 -4.915 -0.478
H -2.969 -4.524 -3.879 0.191
O 5.521 -3.826 2.355 -0.484
C 6.710 -2.388 -0.568 -0.259
C -4.615 -2.618 -2.521 0.995
C 1.861 2.414 -6.108 -0.088
H -3.685 6.675 2.247 0.198
O 4.260 -2.407 1.080 -0.673
H 3.738 3.322 -5.843 0.182
H 7.358 -2.946 -1.243 0.192
```

Values from the calculation:
Total charge: 0
2S+1: 1
LUMO, eV: -0.95
Calculated total energy, eV: -79261.2556
HOMO level, eV: -10.4032
Relative energy (zero: lowest compared OMol25 entry of this formula, charge and spin), kcal/mol: 93.3